Run w
ORCA calculation (ωB97M-V/def2-TZVPD) on 2 unconnected molecules or ions with the total composition C5H13N2S.

E_HOMO: -2.6 eV
E_LUMO: 4.06 eV
Charge: -1
Molecular weight: 133.2 Da
Kohn-Sham gap: 6.62 eV

Each line ends with the natural charge from an NBO analysis.
Cartesian coordinates (Å):
1 C -3.46616 0.60303 0.05285  -0.61
2 C -2.79417 -0.75489 0.09703  -0.41
3 C -1.75230 -0.87646 1.21541  -0.51
4 S -0.22468 0.05750 0.87165  -0.73
5 H -4.07316 0.78737 0.93917  0.18
6 H -4.08490 0.72227 -0.84169  0.18
7 H -2.69295 1.37661 0.01746  0.23
8 H -3.55368 -1.54507 0.19765  0.16
9 H -2.26816 -0.92754 -0.84357  0.20
10 H -1.54245 -1.93586 1.37840  0.17
11 H -2.19432 -0.49855 2.14314  0.17
12 C 3.27527 -0.46070 0.61956  -0.43
13 N 3.34524 0.68314 -0.29562  -0.63
14 C 2.58507 0.65000 -1.44290  0.30
15 N 2.38041 1.69666 -2.13751  -0.74
16 H 2.27974 -0.59115 1.05096  0.25
17 H 3.51996 -1.36272 0.05253  0.18
18 H 4.03009 -0.31748 1.38804  0.18
19 H 3.22999 1.57424 0.16926  0.38
20 H 2.20860 -0.34114 -1.70050  0.15
21 H 1.79258 1.46072 -2.93133  0.33



Run x
ORCA calculation (ωB97M-V/def2-TZVPD) on a gas-phase ion, C5H13N2S (charge -1).

SMILES string: CN(C)C[C@H](N)C[S-]
E_HOMO: -2.1 eV
E_LUMO: 3.53 eV
Charge: -1
Molecular weight: 133.2 Da
Kohn-Sham gap: 5.63 eV

Each line ends with the natural charge from an NBO analysis.
Cartesian coordinates (Å):
1 C 0.53296 -1.80125 -1.52296  -0.41
2 N -0.00718 -0.49609 -1.01249  -0.46
3 C -1.07908 0.26036 -1.77462  -0.43
4 C -0.31241 -0.72233 0.41494  -0.24
5 C 0.73044 0.36736 0.98208  -0.05
6 N 0.94996 0.09343 2.41485  -0.89
7 C 0.12531 1.76668 0.80734  -0.59
8 S -1.16797 2.39530 1.95430  -0.76
9 H 1.40868 -1.86699 -0.96571  0.20
10 H 0.65559 -1.82361 -2.62553  0.18
11 H -0.13586 -2.65110 -1.18637  0.15
12 H -1.70664 0.88948 -1.09290  0.24
13 H -1.50966 -0.50309 -2.51223  0.15
14 H -0.53964 0.81404 -2.49199  0.19
15 H -1.37379 -0.54396 0.54753  0.21
16 H -0.03166 -1.75190 0.87743  0.18
17 H 1.68890 0.22902 0.49120  0.18
18 H 0.12389 -0.14087 2.98134  0.37
19 H 1.42418 0.82363 2.97970  0.36
20 H 0.83014 2.61334 0.78458  0.19
21 H -0.60617 2.04855 -0.05052  0.22



Run y
ORCA calculation (ωB97M-V/def2-TZVPD) on a gas-phase ion, C5H13N2S (charge -1).

SMILES string: CNC[C@@H](C[S-])NC
E_HOMO: -2.5 eV
E_LUMO: 3.84 eV
Charge: -1
Molecular weight: 133.2 Da
Kohn-Sham gap: 6.36 eV

Each line ends with the natural charge from an NBO analysis.
Cartesian coordinates (Å):
1 C 0.84740 2.24993 1.90800  -0.40
2 N -0.08619 1.52796 1.06175  -0.65
3 C 0.49431 1.01654 -0.16912  -0.24
4 C -0.34315 -0.15854 -0.67777  -0.08
5 C 0.09703 -0.60032 -2.06796  -0.54
6 S 1.84381 -1.15788 -2.21300  -0.73
7 N -0.13943 -1.25356 0.28837  -0.68
8 C -1.30398 -2.19492 0.28920  -0.42
9 H 0.28213 2.78182 2.67846  0.17
10 H 1.33249 3.01853 1.30695  0.19
11 H 1.57104 1.59889 2.41114  0.16
12 H -0.50684 0.74228 1.54371  0.36
13 H 0.40586 1.81058 -0.92309  0.17
14 H 1.54375 0.70022 -0.20984  0.21
15 H -1.37519 0.18719 -0.76839  0.17
16 H -0.00958 0.20817 -2.79937  0.19
17 H -0.52940 -1.39466 -2.46100  0.18
18 H 0.62580 -1.78583 -0.13107  0.40
19 H -0.92911 -3.10443 -0.17373  0.19
20 H -2.19236 -1.80747 -0.21110  0.18
21 H -1.62839 -2.38451 1.31785  0.17



Run z
ORCA calculation (ωB97M-V/def2-TZVPD) on a gas-phase ion, C5H13N2S (charge -1).

SMILES string: NCCNCCC[S-]
E_HOMO: -2.2 eV
E_LUMO: 3.37 eV
Charge: -1
Molecular weight: 133.2 Da
Kohn-Sham gap: 5.54 eV

Each line ends with the natural charge from an NBO analysis.
Cartesian coordinates (Å):
1 N 2.05405 1.16475 -2.93173  -0.88
2 C 1.97986 -0.18961 -2.34787  -0.22
3 C 0.71207 -0.38828 -1.54145  -0.24
4 N 0.97919 -1.21857 -0.36656  -0.66
5 C 0.31730 -0.90192 0.90597  -0.23
6 C -1.21620 -1.12564 0.94071  -0.44
7 C -1.97479 0.20719 0.96758  -0.51
8 S -1.66015 1.23457 2.48575  -0.76
9 H 1.59653 1.34054 -3.79953  0.36
10 H 2.86908 1.69550 -2.75440  0.36
11 H 2.19566 -0.89751 -3.16260  0.16
12 H 2.87842 -0.23712 -1.73403  0.20
13 H -0.13367 -0.81164 -2.09220  0.17
14 H 0.44333 0.57045 -1.11004  0.22
15 H 1.16367 -2.20328 -0.49693  0.35
16 H 0.47425 0.14977 1.16400  0.22
17 H 0.81316 -1.45535 1.68956  0.18
18 H -1.37520 -1.75614 1.81988  0.19
19 H -1.66831 -1.66118 0.09303  0.17
20 H -3.05135 0.01818 0.94752  0.18
21 H -1.65343 0.82814 0.13394  0.17



Which of them is most stable, and which least? Most stable: run w; least stable: run x.



Run w
ORCA calculation (ωB97M-V/def2-TZVPD) on 2 unconnected molecules or ions with the total composition C3H6ClNO.

E_HOMO: -9.3 eV
E_LUMO: 0.18 eV
Molecular weight: 107.5 Da
Kohn-Sham gap: 9.48 eV

Each line ends with the natural charge from an NBO analysis.
Cartesian coordinates (Å):
1 C -2.15191 -1.09707 0.53723  0.49
2 C 0.51923 0.71520 0.28996  -0.69
3 C 0.42924 -0.48058 -0.57555  -0.04
4 N -1.53997 -0.93888 -0.63183  -0.52
5 O -1.59690 -1.30020 1.58849  -0.62
6 Cl -2.31507 -0.31958 -2.00638  0.13
7 H -3.25766 -1.09928 0.43137  0.11
8 H 0.02405 0.53225 1.24295  0.26
9 H 1.57540 0.90380 0.50371  0.24
10 H 0.09323 1.59819 -0.18201  0.22
11 H 0.57669 -0.37035 -1.63674  0.21
12 H 0.75161 -1.41377 -0.14159  0.22



Run x
ORCA calculation (ωB97M-V/def2-TZVPD) on a single C3H6ClNO molecule.

SMILES string: CC(C)(Cl)N=O
E_HOMO: -9.3 eV
E_LUMO: -0.52 eV
Molecular weight: 107.5 Da
Kohn-Sham gap: 8.81 eV

Each line ends with the natural charge from an NBO analysis.
Cartesian coordinates (Å):
1 C 0.00100 0.43291 1.10738  -0.64
2 C 0.87827 -0.10260 0.03289  0.16
3 C 0.17170 -0.20100 -1.20608  -0.68
4 Cl 2.40527 1.09370 -0.02390  -0.10
5 N 1.70116 -1.15248 0.59624  0.10
6 O 2.05511 -2.11266 -0.06206  -0.27
7 H 0.51598 0.41314 2.13419  0.25
8 H -0.89550 -0.05267 1.02229  0.22
9 H -0.21248 1.46519 0.74682  0.23
10 H -0.21392 0.81561 -1.39806  0.24
11 H 0.72918 -0.46957 -2.17437  0.25
12 H -0.62426 -0.81913 -1.15684  0.23



Which of them is most stable, and which least? Most stable: run w; least stable: run x.



Run w
ORCA calculation (ωB97M-V/def2-TZVPD) on a single C6H11FO molecule.

SMILES string: C[C@@](O)(CF)C1CC1
E_HOMO: -10.3 eV
E_LUMO: 0.87 eV
Molecular weight: 118.2 Da
Kohn-Sham gap: 11.16 eV

Each line ends with the natural charge from an NBO analysis.
Cartesian coordinates (Å):
1 C 1.22918 -1.67156 -0.57607  -0.63
2 C 0.52181 -0.43730 0.03482  0.20
3 O 0.45844 -0.58829 1.43473  -0.71
4 C 1.44977 0.73046 -0.25575  0.05
5 F 0.85437 1.93932 -0.02502  -0.37
6 C -0.84336 -0.09888 -0.56784  -0.25
7 C -1.81764 0.79618 0.11816  -0.40
8 C -2.16674 -0.61913 -0.20636  -0.43
9 H 1.16519 -1.65976 -1.66865  0.22
10 H 2.33429 -1.63561 -0.29951  0.21
11 H 0.87937 -2.61441 -0.10698  0.22
12 H -0.14891 -1.32166 1.61713  0.47
13 H 2.31494 0.64051 0.43286  0.18
14 H 1.75125 0.83633 -1.32537  0.17
15 H -0.71591 0.20135 -1.62896  0.22
16 H -2.30057 1.62976 -0.36770  0.21
17 H -1.70318 1.09005 1.15714  0.23
18 H -2.81499 -0.87370 -1.02883  0.22
19 H -2.35649 -1.23901 0.68443  0.21



Run x
ORCA calculation (ωB97M-V/def2-TZVPD) on a single C6H11FO molecule.

SMILES string: C[C@H](F)[C@H]1C[C@@]1(C)O
E_HOMO: -9.0 eV
E_LUMO: 0.93 eV
Molecular weight: 118.2 Da
Kohn-Sham gap: 9.90 eV

Each line ends with the natural charge from an NBO analysis.
Cartesian coordinates (Å):
1 C 2.55284 -0.50316 -0.13435  -0.64
2 C 1.36780 0.37956 -0.42535  0.21
3 F 1.54586 1.65154 0.14674  -0.38
4 C 0.11614 -0.31941 0.04482  -0.30
5 C -0.58758 -0.17454 1.37885  -0.45
6 C -1.27781 0.32429 0.08784  0.27
7 C -2.46336 -0.31520 -0.56893  -0.62
8 O -1.35374 1.71757 -0.01955  -0.71
9 H 2.47347 -1.50984 -0.50532  0.22
10 H 3.44930 -0.10738 -0.54398  0.22
11 H 2.75576 -0.56802 0.90308  0.22
12 H 1.31589 0.55657 -1.50915  0.17
13 H 0.05163 -1.32587 -0.45144  0.22
14 H -0.31972 0.58945 2.07100  0.23
15 H -0.98992 -1.10561 1.80465  0.21
16 H -3.36843 0.17533 -0.26289  0.23
17 H -2.30681 -0.18331 -1.65168  0.21
18 H -2.49065 -1.36273 -0.33862  0.21
19 H -0.47067 2.08076 -0.02571  0.48



Which of them is most stable, and which least? Most stable: run x; least stable: run w.



Run w
ORCA calculation (ωB97M-V/def2-TZVPD) on a single C5H8N2O2 molecule.

E_HOMO: -8.5 eV
E_LUMO: 0.48 eV
Molecular weight: 128.1 Da
Kohn-Sham gap: 8.97 eV

Each line ends with the natural charge from an NBO analysis.
Cartesian coordinates (Å):
1 C -0.86607 -0.48491 0.15528  0.75
2 C 1.77215 1.54746 0.34809  -0.08
3 C 0.57366 -0.70749 -0.12181  0.01
4 C 1.19801 -2.04123 -0.27757  -0.65
5 C -2.53951 1.07963 -0.13306  -0.27
6 N 1.35648 0.28236 -0.04399  -0.01
7 N 2.60298 0.43851 -0.02575  -0.28
8 O -1.73252 -1.31793 0.33884  -0.59
9 O -1.18659 0.84226 -0.12291  -0.53
10 H 1.44006 2.37371 -0.35160  0.18
11 H 1.52175 1.77546 1.41472  0.17
12 H 0.52173 -2.87718 -0.36808  0.24
13 H 1.98322 -2.35036 0.46014  0.23
14 H 1.74834 -1.99792 -1.16410  0.23
15 H -2.88019 1.10877 1.00954  0.17
16 H -2.96971 0.18943 -0.61779  0.22
17 H -2.54377 2.13942 -0.49995  0.21



Run x
ORCA calculation (ωB97M-V/def2-TZVPD) on a single C5H8N2O2 molecule.

E_HOMO (alpha / beta): -8.2 / -8.6 eV
E_LUMO (alpha / beta): -1.16 / -1.03 eV
Molecular weight: 128.1 Da
Kohn-Sham gap (alpha / beta): 7.04 / 7.57 eV

Each line ends with the natural charge from an NBO analysis.
Cartesian coordinates (Å):
1 C 0.31144 -1.00109 -0.05376  0.23
2 C -0.56146 1.24410 0.48002  0.22
3 C -0.88532 -0.10270 0.08503  -0.63
4 C 0.46585 -2.51901 0.12260  -0.66
5 C -1.31225 2.33945 -0.16144  -0.76
6 N 1.49254 -0.37301 0.02418  0.15
7 N 1.52660 1.05160 -0.16347  0.26
8 O 2.57206 -0.98950 0.00039  -0.52
9 O 2.48930 1.58297 0.28641  -0.24
10 H -1.62064 -0.06782 -0.90700  0.21
11 H -1.39765 -0.66569 0.87018  0.30
12 H 1.49732 -2.71056 -0.03315  0.28
13 H -0.25022 -2.91256 -0.55688  0.22
14 H 0.19599 -2.83018 1.10386  0.23
15 H -0.92617 2.58865 -1.15275  0.26
16 H -1.24636 3.26470 0.29696  0.23
17 H -2.35101 2.10066 -0.24120  0.22



Which of them is most stable, and which least? Most stable: run w; least stable: run x.



Run w
ORCA calculation (ωB97M-V/def2-TZVPD) on 3 unconnected molecules or ions with the total composition CH8NO2.

E_HOMO: -16.0 eV
E_LUMO: -4.62 eV
Charge: +1
Molecular weight: 66.1 Da
Kohn-Sham gap: 11.38 eV

Each line ends with the natural charge from an NBO analysis.
Cartesian coordinates (Å):
1 C -0.18082 -0.22490 -1.15073  0.19
2 N 0.47598 -1.05102 -0.46508  -0.59
3 H -0.60008 -0.38131 -2.13418  0.23
4 H -0.44352 0.76741 -0.79432  0.25
5 H 0.86881 -0.67732 0.40418  0.46
6 H 0.86300 -1.93631 -0.76524  0.44
7 H 1.62836 1.57707 1.55161  0.49
8 H 2.83251 1.14262 0.67800  0.50
9 O 1.86447 1.21966 0.68987  -0.98
10 H -2.93081 -0.65716 0.33698  0.49
11 H -2.30972 0.22766 1.39510  0.49
12 O -2.16326 -0.13834 0.53373  -0.97



Run x
ORCA calculation (ωB97M-V/def2-TZVPD) on 3 unconnected molecules or ions with the total composition CH8NO2.

E_HOMO: -15.7 eV
E_LUMO: -5.19 eV
Charge: +1
Molecular weight: 66.1 Da
Kohn-Sham gap: 10.49 eV

Each line ends with the natural charge from an NBO analysis.
Cartesian coordinates (Å):
1 C -0.22209 -0.34373 0.89777  0.15
2 N 0.31413 -0.36908 -0.26018  -0.60
3 H -1.26090 -0.65495 0.98648  0.25
4 H 0.37949 -0.26423 1.79784  0.23
5 H 1.20476 0.16395 -0.39125  0.47
6 H -0.14418 -0.87208 -1.01231  0.44
7 H 2.91841 1.66905 -0.12485  0.51
8 H 3.59069 0.25006 -0.20852  0.51
9 O 2.78791 0.72101 0.04413  -0.97
10 H -2.97658 0.66045 -0.45810  0.48
11 H -3.47902 -0.68823 -1.03195  0.49
12 O -3.11261 -0.27221 -0.23905  -0.96



Which of them is most stable, and which least? Most stable: run w; least stable: run x.



Run w
ORCA calculation (ωB97M-V/def2-TZVPD) on a gas-phase ion, C4H10NOS (charge +1).

SMILES string: C[C@@]1(CO)S[C@H]1[NH3+]
E_HOMO: -13.7 eV
E_LUMO: -3.76 eV
Charge: +1
Molecular weight: 120.2 Da
Kohn-Sham gap: 9.97 eV

Each line ends with the natural charge from an NBO analysis.
Cartesian coordinates (Å):
1 C -0.13734 -0.20448 1.38417  -0.65
2 C 0.14683 0.76452 0.23791  -0.11
3 C -1.02598 1.59761 -0.23747  -0.10
4 O -2.01000 0.63804 -0.63050  -0.74
5 S 1.84138 1.35908 0.06903  0.29
6 C 1.05503 0.18447 -0.97715  -0.25
7 N 1.49003 -1.28087 -0.89833  -0.73
8 H -1.27880 -0.10942 1.38638  0.26
9 H 0.37682 0.12366 2.19109  0.24
10 H -0.10476 -1.32132 1.12847  0.21
11 H -0.77938 2.15044 -1.16301  0.20
12 H -1.42989 2.22285 0.65424  0.21
13 H -2.92675 0.90811 -0.26415  0.50
14 H 0.75692 0.58858 -1.97211  0.26
15 H 0.64323 -2.01792 -0.95002  0.47
16 H 1.90037 -1.26331 0.01751  0.46
17 H 2.24603 -1.47437 -1.68603  0.48



Run x
ORCA calculation (ωB97M-V/def2-TZVPD) on a gas-phase ion, C4H10NOS (charge +1).

SMILES string: [NH3+][C@H](C=O)CCS
E_HOMO: -13.0 eV
E_LUMO: -3.85 eV
Charge: +1
Molecular weight: 120.2 Da
Kohn-Sham gap: 9.18 eV

Each line ends with the natural charge from an NBO analysis.
Cartesian coordinates (Å):
1 N 1.72526 -0.15797 0.99517  -0.68
2 C 0.62285 -0.26326 -0.06187  -0.16
3 C 1.30582 -0.41537 -1.42056  0.43
4 O 2.47439 -0.64628 -1.46371  -0.48
5 C -0.43655 0.77725 0.23667  -0.44
6 C -1.79237 0.45227 -0.43181  -0.51
7 S -2.41990 -1.13526 0.24030  -0.05
8 H 2.55961 -0.61695 0.59889  0.46
9 H 1.45589 -0.73197 1.79648  0.45
10 H 1.99077 0.79340 1.23673  0.45
11 H 0.19185 -1.24746 0.16916  0.26
12 H 0.63732 -0.38156 -2.28287  0.17
13 H -0.66037 0.85888 1.29896  0.24
14 H -0.07618 1.73071 -0.15064  0.23
15 H -1.69929 0.34398 -1.50869  0.22
16 H -2.47318 1.27285 -0.23322  0.26
17 H -3.40591 -0.63324 0.98100  0.16



Which of them is most stable, and which least? Most stable: run x; least stable: run w.



Run w
ORCA calculation (ωB97M-V/def2-TZVPD) on 3 unconnected molecules or ions with the total composition H6S3.

SMILES string: S.S.S
E_HOMO: -9.7 eV
E_LUMO: 0.61 eV
Molecular weight: 102.2 Da
Kohn-Sham gap: 10.35 eV

Each line ends with the natural charge from an NBO analysis.
Cartesian coordinates (Å):
1 S 0.54756 2.21322 -3.14542  -0.29
2 H 1.56440 2.54293 -2.35876  0.14
3 H 1.20547 2.52913 -4.28804  0.15
4 S -0.95555 -2.22919 -0.74734  -0.28
5 H -1.31580 -2.84590 0.37687  0.14
6 H -1.08697 -0.99345 -0.28000  0.14
7 S 0.27819 0.02754 3.77365  -0.29
8 H 1.50188 -0.11150 4.27689  0.14
9 H 0.08057 -1.25965 3.48387  0.14



Run x
ORCA calculation (ωB97M-V/def2-TZVPD) on 3 unconnected molecules or ions with the total composition H6S3.

SMILES string: S.S.S
E_HOMO: -9.5 eV
E_LUMO: 0.60 eV
Molecular weight: 102.2 Da
Kohn-Sham gap: 10.11 eV

Each line ends with the natural charge from an NBO analysis.
Cartesian coordinates (Å):
1 S -0.42988 -2.51344 -1.25673  -0.29
2 H -1.60156 -2.99177 -1.65866  0.14
3 H -0.69117 -1.24767 -1.52216  0.15
4 S -1.42495 1.57211 -0.92617  -0.29
5 H -1.14251 1.74591 0.36451  0.15
6 H -0.16104 1.77138 -1.28261  0.14
7 S 1.52558 0.49410 1.56094  -0.30
8 H 2.69535 1.04504 1.88991  0.14
9 H 1.23016 0.12434 2.83098  0.15



Which of them is most stable, and which least? Most stable: run x; least stable: run w.